# C4H9NO2

3 unconnected molecules or ions with the total composition C4H9NO2 at a distorted geometry (ωB97M-V/def2-TZVPD, the OMol25 dataset).

Structure (XYZ):
```
16
Properties=species:S:1:pos:R:3:forces:R:3
C 1.8983 -0.6700 -0.7090 0.115 0.154 -0.392
C 2.2082 0.0815 0.4455 -0.002 1.386 -0.222
C 1.1955 1.0152 0.6310 0.898 -1.034 -0.733
N 0.2827 0.8125 -0.3897 -0.284 0.190 1.164
C 0.6883 -0.2358 -1.1751 0.471 0.343 -0.672
H 2.6142 -1.2682 -1.2497 -0.251 -0.373 0.112
H 3.2112 0.1657 0.8372 -0.199 -0.250 0.474
H 1.2062 1.8907 1.2562 -0.465 -0.139 0.213
H -0.6870 1.0669 -0.2524 -0.003 0.439 -0.352
H 0.2209 -0.3934 -2.1380 -0.195 -0.330 0.299
O -1.3542 -1.9726 0.0767 -0.496 0.277 -0.323
H -1.2378 -2.0608 1.0160 0.041 -0.283 0.693
H -0.9354 -1.1225 -0.1011 0.276 -0.201 -0.199
O -2.7578 1.0846 0.6403 -0.150 -0.424 -0.224
H -3.6465 1.4217 0.8066 0.183 0.060 -0.021
H -2.9069 0.1846 0.3055 0.061 0.184 0.181
```
Forces are in eV/Å.

Output
Energy above the lowest of the compared OMol25 structures with the same formula, charge and spin: 36.0 kcal per mole
E: -9878.4999 eV
Orbital gap: 0.3318 Eh
SMILES string: c1cc[nH]c1.O.O
Total charge: 0

Here are the Löwdin charges for atoms 1 to 8, given in e: C -0.107; C -0.105; C -0.113; N -0.002; C -0.179; H 0.097; H 0.090; H 0.104


# C12H10FMn

A molecular structure, C12H10FMn at a distorted geometry (ωB97M-V/def2-TZVPD, the OMol25 dataset).

Structure (XYZ):
```
24
Properties=species:S:1:pos:R:3:forces:R:3
Mn -0.1314 -0.6853 -0.4719 0.020 2.480 -0.521
C 0.2534 -2.4925 -1.8038 -0.089 -0.112 -0.379
C 1.3430 -2.4022 -0.9291 0.622 0.246 -0.092
C 1.1371 -2.3446 0.4633 0.732 0.662 0.038
C -0.1647 -2.4072 0.9806 -0.334 0.550 0.808
C -1.2576 -2.5257 0.1070 -0.454 -0.139 0.008
C -1.0552 -2.5561 -1.2831 -0.362 -0.295 -0.277
H 0.4094 -2.3156 -2.8683 -0.041 -0.428 0.136
H 2.3178 -2.1218 -1.3315 -0.079 -0.517 0.098
H 1.9451 -1.9701 1.1030 -0.129 -0.727 -0.131
H -0.3442 -2.0975 2.0201 0.091 -0.699 -0.321
H -2.2507 -2.3553 0.4977 -0.204 -0.448 0.047
H -1.9106 -2.4392 -1.9477 0.122 -0.401 0.057
F -0.1401 5.1152 0.5973 0.091 -1.842 0.046
C -0.0765 3.7691 0.5598 -0.077 0.015 -0.362
C -0.5675 3.0916 -0.5699 0.167 0.130 -0.054
C -0.5311 1.6957 -0.6327 0.349 -0.163 0.517
C 0.0675 0.9893 0.4069 0.083 1.174 0.786
C 0.5483 1.6277 1.5309 0.101 0.407 0.446
C 0.4745 3.0307 1.6138 0.151 -0.290 0.347
H -0.9524 3.6341 -1.4170 -0.176 0.217 -0.023
H -0.9436 1.1867 -1.4942 -0.429 0.009 -0.739
H 0.9826 1.0579 2.3459 -0.026 0.206 0.032
H 0.8467 3.5150 2.5228 -0.129 -0.037 -0.464
```
Forces are in eV/Å.

Output
E: -46623.5711 eV
Orbital gap (spin up / spin down): 0.2284 / 0.2641 Eh
Spin multiplicity: 5
Total charge: +2

Here are the Löwdin charges for atoms 1 to 8, given in e: Mn 1.006; C -0.046; C -0.039; C -0.037; C -0.046; C -0.054; C -0.052; H 0.157